A structure of composition CHF3OTl in a non-equilibrium geometry. Source: the OMol25 dataset; level of theory: ωB97M-V/def2-TZVPD.

Structure (XYZ):
```
7
Properties=species:S:1:pos:R:3:mulliken_spin:R:1
Tl -2.20703 -1.53671 -0.81571 0.669
F 1.79624 1.14674 0.81347 0.001
F -0.26209 0.79969 1.39813 -0.002
F 0.18801 1.49530 -0.59884 0.000
O -0.43216 -1.69280 -0.54690 0.332
C 0.60557 0.74681 0.40527 -0.004
H 0.31146 -0.95903 -0.65541 0.005
```

Summary:
Molecular weight, g mol⁻¹: 290.395
Maximum force, eV/Å: 10.78
Energy above the lowest of the compared OMol25 structures with the same formula, charge and spin, kcal/mol: 0.0
Multiplicity: 2
Total charge: +2

***

A cluster of 2 separate species, CHF3S2 in total in a non-equilibrium geometry. Source: the OMol25 dataset; level of theory: ωB97M-V/def2-TZVPD.

Structure (XYZ):
```
7
Properties=species:S:1:pos:R:3:mulliken_spin:R:1
S -1.27912 0.25972 0.93032 0.746
S -1.53709 1.66914 -0.37685 0.342
F 0.75784 -0.52791 -1.02453 0.040
F 1.18417 -1.81159 0.60882 0.034
F 1.71399 0.32272 0.91244 0.053
C 0.93659 -0.56610 0.27532 0.786
H -1.77639 0.65402 -1.32551 -0.002
```

Summary:
Molecular weight, g mol⁻¹: 134.147
Maximum force, eV/Å: 2.79
Energy above the lowest of the compared OMol25 structures with the same formula, charge and spin, kcal/mol: 0.0
Multiplicity: 3

***

A structure of composition CHFFeLiO3 in a non-equilibrium geometry. Source: the OMol25 dataset; level of theory: ωB97M-V/def2-TZVPD.

Structure (XYZ):
```
8
Properties=species:S:1:pos:R:3:mulliken_spin:R:1
Fe -0.33655 2.59105 -1.64796 3.868
F -1.45590 0.12529 0.58315 0.005
O 0.08618 1.09728 -0.63465 0.081
O 0.92467 -1.99557 0.82094 0.007
O 0.39202 -0.90147 0.15094 0.011
C -0.28981 0.22816 0.10045 0.028
Li 0.50430 -2.37323 2.68587 0.000
H 1.11963 -1.67325 -0.45917 0.000
```

Summary:
Molecular weight, g mol⁻¹: 142.800
Maximum force, eV/Å: 5.64
Energy above the lowest of the compared OMol25 structures with the same formula, charge and spin, kcal/mol: 77.4
Multiplicity: 5
Total charge: +3

***

A cluster of 2 separate species, CHFI2S in total in a non-equilibrium geometry. Source: the OMol25 dataset; level of theory: ωB97M-V/def2-TZVPD.

Structure (XYZ):
```
6
Properties=species:S:1:pos:R:3:mulliken_charge:R:1
I -0.05227 2.05873 0.19175 0.281
I -2.84531 -0.36627 -0.79234 0.032
S -0.88174 -1.63141 -0.05758 -0.246
F 1.39457 -0.28079 1.27392 -0.154
C 0.88599 0.27155 0.15345 -0.308
H 1.49876 -0.05181 -0.76920 0.395
```

Summary:
Molecular weight, g mol⁻¹: 317.892
Maximum force, eV/Å: 4.00
Energy above the lowest of the compared OMol25 structures with the same formula, charge and spin, kcal/mol: 46.3